[1]
Here is one molecule with the formula C4H7NO in a non-equilibrium geometry from the Open Molecules 2025 dataset. Energies are from ωB97M-V/def2-TZVPD.

Calculated values
Relative energy (zero: lowest compared OMol25 entry of this formula, charge and spin) (kcal per mole): 21.2
Spin multiplicity: 1
SMILES: C[C@@H](O)CC#N
Largest force on an atom (eV Å⁻¹): 1.11
Frontier orbital gap (eV): 11.69

Last column: Mulliken charge in e.
CARTESIAN COORDINATES (ANGSTROEM)
C1 -0.0595 1.3439 -0.1070  -1.42
C2 0.5375 -0.0299 -0.3707  0.34
O1 1.8793 -0.1340 0.0735  -0.53
C3 -0.2103 -1.1455 0.3742  -0.51
C4 -1.6247 -1.2367 0.0079  0.26
N1 -2.7423 -1.2826 -0.2869  -0.42
H1 0.5082 2.1172 -0.6378  0.38
H2 -1.0966 1.3937 -0.4539  0.42
H3 -0.0437 1.5708 0.9659  0.37
H4 0.4959 -0.2388 -1.4499  0.19
H5 2.2251 0.7522 0.2256  0.33
H6 -0.1312 -0.9623 1.4512  0.28
H7 0.2815 -2.1019 0.1706  0.31



[2]
Here is C15H37BeN3O7 as an isolated structure in a non-equilibrium geometry from the Open Molecules 2025 dataset. Energies are from ωB97M-V/def2-TZVPD.

Calculated values
Charge: -1
Spin multiplicity: 2
Largest force on an atom (eV Å⁻¹): 2.94
Frontier orbital gap (spin up / spin down) (eV): 3.71 / 2.78

Last column: Mulliken spin population.
CARTESIAN COORDINATES (ANGSTROEM)
Be1 -0.4278 -0.8900 0.3036  -0.53
O1 -1.2174 -3.0058 -1.0762  0.01
C1 -0.6810 -3.3839 -2.3546  0.00
C2 -0.9486 -2.5672 -3.7040  0.00
O2 -2.2552 -2.4953 -4.2577  0.89
H1 -0.7896 -4.4674 -2.4026  0.00
H2 0.3843 -3.2927 -2.1427  0.00
H3 -0.2883 -2.7174 -4.5581  0.04
H4 -0.6754 -1.5306 -3.5064  0.04
O3 -4.4284 0.2315 -3.4862  0.13
C3 -3.9507 1.3555 -2.8337  0.05
C4 -2.5211 1.3442 -2.1254  -0.01
O4 -2.2330 0.2253 -1.2470  0.29
H5 -4.6547 1.5929 -2.0361  -0.01
H6 -3.9373 2.1479 -3.5820  0.01
H7 -2.2581 2.3205 -1.7181  0.00
H8 -1.8152 1.4095 -2.9534  -0.01
C5 0.4873 -0.7835 3.7250  0.03
C6 -0.8696 -1.4729 3.5121  -0.03
C7 -2.0065 -0.4815 3.3127  0.01
O5 -1.7209 0.2819 2.1794  0.08
C8 -2.7820 1.1604 1.9228  0.01
N1 -0.7998 -2.3636 2.4451  0.08
H9 0.9540 -0.2247 2.9137  -0.01
H10 1.2509 -1.3125 4.2953  0.00
H11 0.3074 0.0046 4.4562  0.00
H12 -1.0128 -2.0412 4.4311  -0.01
H13 -2.0215 0.2076 4.1571  0.00
H14 -3.0349 -0.8421 3.3363  0.01
H15 -3.0579 1.8289 2.7384  0.00
H16 -3.5946 0.4943 1.6326  0.00
H17 -2.6842 1.7502 1.0114  0.00
H18 -1.7024 -2.7758 2.2568  -0.01
H19 -0.2387 -3.1789 2.6467  -0.01
C9 3.9672 -2.3159 0.9298  0.00
C10 2.6073 -1.6408 0.4745  0.04
C11 2.6229 -0.9322 -0.9891  -0.01
O6 1.3163 -0.4412 -1.3609  0.00
C12 1.2448 0.2592 -2.6014  0.01
N2 1.4694 -2.5388 0.7017  0.01
H20 3.8470 -2.4353 2.0066  0.00
H21 4.8336 -1.6631 0.8238  0.00
H22 4.2189 -3.2792 0.4861  0.00
H23 2.4903 -0.8055 1.1649  -0.01
H24 2.9923 -1.4788 -1.8568  0.00
H25 3.3617 -0.1353 -0.9048  0.00
H26 1.8470 1.1465 -2.7970  0.00
H27 0.2995 0.8013 -2.5774  0.00
H28 1.3676 -0.4165 -3.4478  0.00
H29 1.6087 -3.1244 1.5127  0.00
H30 1.3967 -3.2355 -0.0258  -0.01
C13 0.1247 2.6473 0.3277  -0.03
O7 0.5078 1.4882 0.4910  -0.03
N3 0.9809 3.6665 0.2085  0.00
C14 0.6185 5.0343 -0.0038  0.00
C15 2.3791 3.4932 0.0036  0.00
H31 -0.9105 3.0053 0.4392  0.00
H32 0.9934 5.6207 0.8350  0.00
H33 -0.4645 5.1485 0.0431  0.00
H34 0.9955 5.3945 -0.9610  0.00
H35 2.8795 4.0997 -0.7513  0.00
H36 3.0733 3.6502 0.8292  0.00
H37 2.5550 2.4589 -0.2922  0.00



[3]
Here is C5H26NO8 as an isolated structure in a non-equilibrium geometry from the Open Molecules 2025 dataset. Energies are from ωB97M-V/def2-TZVPD.

Calculated values
Charge: -1
Relative energy (zero: lowest compared OMol25 entry of this formula, charge and spin) (kcal per mole): 127.0
Spin multiplicity: 1
Largest force on an atom (eV Å⁻¹): 10.30
Frontier orbital gap (eV): 9.02

Last column: Mulliken charge in e.
CARTESIAN COORDINATES (ANGSTROEM)
C1 -1.4875 -2.5056 -1.4490  0.09
O1 -2.1140 -3.5380 -1.3870  -0.56
C2 -2.3205 -1.1681 -1.5428  -0.10
C3 -2.5043 -0.6433 -0.1089  -0.34
C4 -2.1662 0.8538 0.0705  -0.96
C5 -0.4497 2.3089 -1.2060  -0.98
N1 -0.7627 1.0870 -0.2129  -0.03
H1 -0.0329 1.0282 4.2679  -0.16
H2 -0.3858 -2.3733 -1.4144  0.24
H3 -3.2994 -1.3820 -2.0409  0.38
H4 -1.6646 -0.5049 -2.0874  0.09
H5 -3.5186 -0.7549 0.3072  0.36
H6 -1.9486 -1.2238 0.6236  0.04
H7 -2.2341 1.2217 1.1137  0.35
H8 -2.8926 1.4208 -0.4388  0.44
H9 -0.4625 1.8837 -2.2006  0.10
H10 0.5219 2.5690 -0.7244  0.36
H11 -0.9935 3.0932 -0.9939  0.61
H12 -0.2684 0.3482 -0.6789  -0.02
H13 3.0531 -1.0468 -1.1452  0.16
H14 2.5598 0.2901 -0.7621  0.43
O2 2.2367 -0.8675 -1.1069  -0.85
H15 1.6171 -2.6126 1.3474  0.23
H16 1.3767 -1.7639 0.0424  0.36
O3 0.9249 -2.2184 0.8631  -0.61
H17 -0.4301 -0.5550 1.8167  0.28
H18 -0.2618 -1.8732 2.3055  0.30
O4 -0.3493 -0.9806 2.6624  -0.54
H19 0.9454 -0.5209 -2.5937  0.38
H20 2.6829 2.1447 -1.3639  0.39
O5 2.2650 2.7460 -2.0268  -0.65
H21 0.7013 -0.7190 4.7691  0.22
H22 1.5128 0.1983 4.0572  0.37
O6 1.5852 -0.7275 4.4838  -0.61
H23 0.0283 0.3932 -3.5644  0.28
H24 -0.3929 0.7035 4.8139  0.11
O7 0.3540 -0.4410 -3.3679  -0.67
H25 2.8666 1.2755 0.8808  0.16
H26 2.6687 3.5785 -1.9675  0.25
O8 3.0394 1.2760 -0.0409  -0.91



[4]
Here is a 6-piece molecular cluster, H14NO5 overall in a non-equilibrium geometry from the Open Molecules 2025 dataset. Energies are from ωB97M-V/def2-TZVPD.

Calculated values
Charge: +2
Relative energy (zero: lowest compared OMol25 entry of this formula, charge and spin) (kcal per mole): 3.7
Spin multiplicity: 2
Largest force on an atom (eV Å⁻¹): 1.23
Frontier orbital gap (spin up / spin down) (eV): 11.28 / 2.44

Last column: Mulliken spin population.
CARTESIAN COORDINATES (ANGSTROEM)
N1 -1.2174 0.0960 0.4086  0.00
H1 -1.3839 -0.8425 0.8123  0.00
H2 -1.7736 0.1494 -0.4435  0.00
H3 -1.5173 0.9340 0.9230  0.00
H4 -0.2085 0.0750 0.1929  0.00
H5 5.0363 -0.4583 0.2504  -0.01
H6 5.0962 -0.0425 -1.2277  -0.01
O1 4.4788 -0.1812 -0.4889  0.26
H7 -1.5403 -2.3268 2.4237  0.00
H8 -1.2555 -3.4843 1.5069  0.00
O2 -1.2415 -2.5161 1.5482  0.00
H9 -2.4327 0.3051 -3.4136  -0.01
H10 -1.1195 -0.1466 -4.1400  -0.01
O3 -1.4678 0.1606 -3.2927  0.42
H11 2.5109 -0.0092 -0.4514  -0.01
H12 1.6936 -1.2943 -0.6086  -0.01
O4 1.5993 -0.3564 -0.3641  0.38
H13 -2.4874 3.4430 2.3415  0.00
H14 -1.0004 3.4703 2.1916  0.00
O5 -1.7694 3.0246 1.8314  0.00



[5]
Here is one molecule with the formula C5H6Cl2 in a non-equilibrium geometry from the Open Molecules 2025 dataset. Energies are from ωB97M-V/def2-TZVPD.

Calculated values
Relative energy (zero: lowest compared OMol25 entry of this formula, charge and spin) (kcal per mole): 87.0
Spin multiplicity: 1
Largest force on an atom (eV Å⁻¹): 3.05
Frontier orbital gap (spin up / spin down) (eV): 8.75 / 7.47

Last column: Mulliken charge in e.
CARTESIAN COORDINATES (ANGSTROEM)
C1 -0.0422 -0.4773 -0.5413  0.59
C2 -0.4204 -1.1400 -1.6357  -0.67
C3 -0.8086 0.1150 0.5489  -0.50
C4 1.3621 -0.7092 -0.2070  -0.02
C5 -0.5858 1.5002 0.8231  -0.95
Cl1 2.2529 0.6123 0.4410  -0.16
Cl2 1.6478 -2.0597 0.9634  -0.17
H1 0.3364 -1.8644 -1.9729  0.26
H2 -1.3630 -1.1520 -2.2232  0.30
H3 -1.0694 -0.4683 1.3360  0.37
H4 -0.6084 2.0622 -0.0917  0.38
H5 0.4762 1.6605 0.9090  0.24
H6 -1.1774 1.9207 1.6503  0.33



[6]
Here is one molecule with the formula C4H12N4 in a non-equilibrium geometry from the Open Molecules 2025 dataset. Energies are from ωB97M-V/def2-TZVPD.

Calculated values
Relative energy (zero: lowest compared OMol25 entry of this formula, charge and spin) (kcal per mole): 68.8
Spin multiplicity: 1
SMILES: CNCC/N=C\NN
Largest force on an atom (eV Å⁻¹): 4.59
Frontier orbital gap (eV): 9.10

Last column: Mulliken charge in e.
CARTESIAN COORDINATES (ANGSTROEM)
C1 0.1895 -0.6302 2.7437  -0.89
C2 0.9013 -1.2094 0.3543  -0.61
C3 0.4636 -1.2341 -1.0828  -0.86
C4 0.2377 0.9466 -1.9598  0.19
H1 -0.6368 -0.3212 3.3777  0.34
H2 0.9823 0.2016 2.8962  0.28
H3 0.6470 -1.6068 2.9973  0.27
H4 -0.9880 -0.7080 1.0732  0.25
H5 1.9362 -0.8544 0.4239  0.33
H6 0.9745 -2.2584 0.6176  0.44
H7 0.9495 -2.1495 -1.4764  0.36
H8 -0.5492 -1.4047 -1.1358  0.51
H9 0.3056 1.6134 -2.8684  0.26
H10 -0.5193 0.8953 -0.1852  0.43
H11 -1.2188 3.1761 -1.7007  0.25
H12 -2.4806 2.2413 -1.2788  0.23
N1 0.0402 -0.4081 1.2035  -0.50
N2 0.8768 -0.1753 -1.9800  -0.62
N3 -0.6253 1.3963 -1.0273  0.26
N4 -1.4861 2.4895 -0.9920  -0.93



[7]
Here is one molecule with the formula C5H5NO2 in a non-equilibrium geometry from the Open Molecules 2025 dataset. Energies are from ωB97M-V/def2-TZVPD.

Calculated values
Relative energy (zero: lowest compared OMol25 entry of this formula, charge and spin) (kcal per mole): 64.5
Spin multiplicity: 1
SMILES: CC(=O)c1ncco1
Largest force on an atom (eV Å⁻¹): 9.03
Frontier orbital gap (eV): 9.65

Last column: Mulliken charge in e.
CARTESIAN COORDINATES (ANGSTROEM)
C1 -0.3681 -1.9337 0.9263  -1.15
C2 0.3000 -0.5514 1.2969  0.50
C3 0.1822 0.4335 0.2336  0.53
C4 0.2688 2.2026 -0.9521  -0.03
C5 -0.1645 1.1084 -1.7595  -0.32
H1 -1.3830 -1.9455 0.7557  0.38
H2 -0.2236 -2.4745 1.8234  0.39
H3 0.2973 -2.4429 0.1671  0.28
H4 0.3274 3.3512 -1.5103  0.25
H5 -0.1812 0.8664 -2.6657  0.50
N1 0.4620 1.7244 0.2950  -0.55
O1 0.6720 -0.3220 2.3638  -0.46
O2 -0.1894 -0.0165 -0.9742  -0.30